Record 1
C12H24Cl24F6O4P2V2 as an isolated structure. Source: OMol25; level of theory: ωB97M-V/def2-TZVPD.

Geometry as XYZ:
```
74
Properties=species:S:1:pos:R:3:forces:R:3
V -0.16421 -0.56605 1.07395 -0.08 -0.66 -0.80
V 0.00089 -1.08805 -2.54545 -0.80 0.74 0.95
P 0.32052 0.66954 -0.90992 -2.08 -0.45 -0.62
O 0.08687 1.41080 0.41907 1.98 0.95 -0.56
O 1.00651 -0.68911 -0.71673 8.16 -1.01 1.15
O 0.33464 1.00246 -2.40545 0.97 1.65 0.94
O -0.89161 -0.28041 -0.79926 -8.44 0.02 -0.25
P 0.09234 -3.98159 -2.66246 0.97 -3.45 0.43
F -1.09219 -5.00689 -3.00627 0.12 0.82 0.28
F -0.22165 -3.01818 -3.91116 -0.31 -0.15 -1.33
F -0.90204 -3.00954 -1.82732 -0.83 0.02 0.63
F 1.26104 -2.92912 -2.26805 1.32 -0.02 -0.29
F 0.48660 -4.76522 -1.28824 -0.51 -0.09 -0.78
F 1.10011 -4.90568 -3.55935 -0.43 1.15 0.78
C 1.63232 0.64467 -5.49018 -0.73 -0.14 -0.27
Cl 1.84767 -0.82062 -4.45363 0.83 0.42 -0.77
Cl -0.10151 0.75514 -5.82961 -0.14 0.40 -0.01
H 1.99771 1.56097 -5.02652 -0.12 -0.37 0.44
H 2.06676 0.55960 -6.48623 0.44 -0.61 0.47
C -2.82597 1.48292 3.94934 0.09 -0.54 0.71
Cl -2.22423 0.48079 2.58718 -0.64 0.62 -0.34
Cl -1.93648 1.03897 5.44796 -0.71 0.24 -0.57
H -2.76566 2.56220 3.80925 0.47 -0.30 -0.43
H -3.87358 1.18983 4.01794 0.26 -0.01 0.27
C -2.90639 2.21028 -0.64755 0.49 -0.34 -0.96
Cl -3.07812 3.40724 0.60148 -0.01 0.16 0.48
Cl -4.29621 2.26984 -1.76984 0.12 -0.27 0.12
H -2.02653 2.44183 -1.24781 -0.14 0.25 0.13
H -2.72914 1.20229 -0.27254 -0.50 0.14 0.15
C 1.93364 -5.05106 1.53210 -0.88 -0.56 0.31
Cl 1.06721 -5.92989 2.86559 0.67 0.18 -0.48
Cl 1.31800 -3.38984 1.45519 0.32 -0.22 -0.08
H 3.00617 -5.07223 1.72528 -0.29 0.20 0.06
H 1.66532 -5.56296 0.60794 0.10 0.25 0.12
C -0.73049 3.46213 -3.75994 -0.22 -0.18 -0.15
Cl -1.46525 4.15999 -5.20552 -0.06 -0.05 -0.21
Cl -0.43961 4.77862 -2.57603 0.09 -0.80 -0.10
H -1.40949 2.70503 -3.36770 -0.04 0.41 0.21
H 0.16640 2.91734 -4.05470 0.14 0.62 0.31
C 4.37157 -0.92207 1.17683 0.24 -0.15 0.45
Cl 2.85297 -0.28226 1.86013 0.54 0.13 0.00
Cl 4.56243 -2.67722 1.53685 0.12 0.78 -0.44
H 4.42167 -0.67698 0.11593 -0.26 -0.51 0.09
H 5.19217 -0.43188 1.70069 -0.26 -0.02 -0.05
C 3.30052 3.00271 -2.19824 -0.08 0.13 -0.24
Cl 3.91032 1.38560 -2.65408 0.04 0.51 0.02
Cl 3.03555 4.10061 -3.60081 0.03 -0.62 0.35
H 2.34319 2.81487 -1.71207 0.16 0.33 -0.10
H 4.02013 3.52000 -1.56368 -0.19 -0.36 -0.02
C 0.54543 -1.87161 5.20589 -0.56 -1.20 1.01
Cl 0.34316 -0.92735 3.77436 0.36 1.20 -0.30
Cl -0.35086 -3.38441 4.97194 0.20 -0.35 0.23
H 1.58894 -2.07382 5.44737 -0.14 0.04 -0.37
H 0.03705 -1.39680 6.04505 0.26 0.37 -0.29
C -2.99229 -4.26223 1.80942 0.46 -0.58 -0.58
Cl -2.05212 -5.60237 1.06924 -0.41 0.70 0.43
Cl -2.15953 -2.65358 1.56159 -0.81 -0.73 0.12
H -3.95433 -4.25384 1.29703 0.28 0.42 0.00
H -3.14151 -4.45710 2.87143 0.39 0.26 -0.15
C -3.94329 -1.19680 -3.45055 0.01 -0.89 0.64
Cl -2.28246 -0.61977 -3.72469 -0.48 0.79 -0.73
Cl -4.07691 -1.77536 -1.76422 -0.20 0.12 -0.47
H -4.69414 -0.42398 -3.61507 0.54 0.18 0.05
H -4.09033 -2.03020 -4.13752 -0.01 0.07 0.27
C 0.75750 3.94529 5.65287 -0.76 -0.08 -0.98
Cl -0.37133 3.59840 6.98209 0.54 0.51 0.05
Cl 1.46213 2.42379 5.04404 0.30 0.34 0.14
H 0.16688 4.32081 4.81726 -0.08 -0.06 0.18
H 1.49906 4.71894 5.85199 0.11 -0.55 0.59
C 0.83128 4.13029 1.06017 0.50 -0.42 0.49
Cl 2.47512 4.86704 0.86156 -0.79 -0.13 0.08
Cl -0.33294 5.16405 1.91633 0.30 0.18 -0.30
H 0.46751 3.82139 0.08019 -0.08 0.41 0.26
H 0.94710 3.25981 1.70588 0.14 0.17 -0.36
```
Positions in Å, forces in eV/Å.

Charge: 0
Spin multiplicity: 7
Maximum force (eV Å⁻¹): 8.445
Gap between HOMO and LUMO (spin up / spin down) (eV): 7.6 / 8.5
Highest occupied orbital energy (spin up / spin down) (Ha): -0.2938 / -0.3257

Record 2
One molecule with the formula C11H13F2N. Source: OMol25; level of theory: ωB97M-V/def2-TZVPD.

Geometry as XYZ:
```
27
Properties=species:S:1:pos:R:3:forces:R:3
N 1.07971 -0.46588 1.90710 -0.02 1.66 -0.66
C 0.97200 -0.02037 0.53537 -1.29 -0.39 -2.31
C -0.55782 0.34719 0.29146 3.81 -0.76 0.00
C -1.45223 0.07434 1.26912 -2.63 -0.71 -0.23
C -2.76573 0.49637 1.06168 -0.72 1.24 0.08
C -3.08630 1.36834 -0.01050 -0.38 -0.77 0.62
C -2.06454 1.69755 -0.93124 -2.14 -0.08 -0.09
C -0.84453 1.06196 -0.83427 -0.65 1.59 -0.13
C 1.83143 1.26773 0.27181 -1.42 1.38 2.28
F 1.93442 1.72823 -0.99602 -0.29 -0.48 -0.12
F 3.09856 1.07012 0.68207 0.82 -0.38 0.26
C 1.53255 -1.08198 -0.43943 0.76 0.14 0.31
C 0.81823 -2.37850 -0.64716 -1.53 1.86 -0.18
C 0.98308 -1.39071 -1.80894 0.64 -1.96 -1.38
H 1.65935 0.23568 2.32874 0.50 -0.56 1.10
H 1.39529 -1.40155 1.96628 0.80 -0.67 0.25
H -1.33204 -0.65439 2.04452 0.76 0.23 0.47
H -3.51691 0.27390 1.84935 0.41 0.01 -0.86
H -4.17282 1.66944 -0.11598 1.64 0.02 -0.01
H -2.33813 2.41129 -1.72230 0.47 -0.50 0.18
H -0.05860 1.30090 -1.51510 0.12 -0.02 -0.45
H 1.40418 2.11160 0.92971 0.53 -0.92 -1.03
H 2.64339 -1.19103 -0.28746 -1.19 0.21 -0.45
H -0.19111 -2.45588 -0.24257 0.20 0.04 -0.05
H 1.36079 -3.25619 -0.62519 1.09 -1.63 -0.08
H 1.60205 -1.77142 -2.69174 -0.19 0.79 1.73
H 0.06573 -1.04673 -2.26928 -0.10 0.65 0.75
```
Positions in Å, forces in eV/Å.

Charge: 0
Spin multiplicity: 1
Structure (SMILES): N[C@@](c1ccccc1)(C(F)F)C1CC1
Maximum force (eV Å⁻¹): 3.884
Gap between HOMO and LUMO (eV): 10.2
Highest occupied orbital energy (Ha): -0.3384

Record 3
C26H20BrN3O4PdSSe as an isolated structure. Source: OMol25; level of theory: ωB97M-V/def2-TZVPD.

Geometry as XYZ:
```
57
Properties=species:S:1:pos:R:3:forces:R:3
Pd -0.19407 3.01690 0.73369 -0.09 0.05 0.69
C 3.40940 3.25929 -0.05449 -0.04 -0.03 0.02
O 2.59305 2.44853 -0.88001 0.06 0.08 -0.04
C 2.62510 1.12452 -0.68751 -0.01 -0.09 -0.03
C 3.63363 0.43888 -0.04701 0.05 0.00 -0.08
C 3.55374 -0.95047 0.05733 0.00 0.05 0.01
Br 4.95895 -1.88117 0.94714 0.00 0.00 0.01
C 2.50202 -1.65538 -0.45093 -0.04 -0.01 -0.01
C 1.45671 -0.96435 -1.09537 0.04 0.04 0.04
C 1.50375 0.42663 -1.20783 -0.10 0.00 0.23
O 0.53304 1.17683 -1.71051 0.08 -0.04 -0.42
C 0.29722 -1.67748 -1.60866 -0.01 -0.07 0.06
N -0.70860 -1.11961 -2.24046 -0.03 0.04 -0.06
C -1.58192 -2.14458 -2.54827 -0.01 -0.02 0.00
C -2.80493 -2.11221 -3.21029 0.00 -0.01 0.00
C -3.47813 -3.30836 -3.38510 0.00 0.01 0.00
C -2.95331 -4.51793 -2.91187 0.01 0.01 0.00
C -1.73794 -4.56618 -2.24975 0.00 0.00 0.00
C -1.06910 -3.36222 -2.07937 0.01 0.00 -0.01
N 0.13517 -3.03582 -1.49282 0.01 0.02 0.00
H 4.46887 3.14262 -0.31243 0.01 0.01 0.00
H 3.24326 3.01574 0.99720 0.02 -0.01 0.00
H 3.08883 4.27994 -0.24384 0.00 0.00 0.01
H 4.46347 0.96943 0.39398 -0.01 0.00 0.02
H 2.47570 -2.72917 -0.32944 0.00 -0.01 -0.02
H -0.19260 0.60311 -2.03972 0.03 -0.03 0.11
H -3.20917 -1.17242 -3.56211 0.00 0.00 0.00
H -4.43570 -3.31213 -3.89028 0.00 0.00 0.00
H -3.51356 -5.43248 -3.05943 0.00 0.00 0.01
H -1.33742 -5.49993 -1.87589 -0.01 0.01 0.01
H 0.74155 -3.65529 -0.98936 -0.02 0.01 0.05
O -1.00110 -4.52536 4.03339 0.02 0.00 0.02
C -1.70427 -3.52788 3.40246 0.02 0.00 -0.07
O -2.83400 -3.77623 3.05831 -0.02 0.01 0.03
C -0.99668 -2.25810 3.18668 -0.06 -0.04 -0.02
C 0.28774 -1.98280 3.67665 0.07 0.07 0.01
C 0.91410 -0.78603 3.41307 -0.01 -0.08 0.04
C 0.30219 0.21990 2.62875 0.22 -0.01 -0.04
S 1.16261 1.66765 2.26322 -0.35 0.03 -0.26
C -1.00870 -0.05189 2.17231 0.04 -0.01 0.01
C -1.62836 -1.25107 2.44092 -0.01 0.02 -0.02
H -0.10741 -4.20601 4.19953 -0.01 0.00 0.01
H 0.83218 -2.69391 4.29537 0.00 0.00 0.00
H 1.90905 -0.60116 3.79912 0.00 0.01 -0.01
H -1.50760 0.72251 1.60195 -0.03 0.02 -0.04
H -2.62935 -1.43955 2.07315 0.00 -0.01 0.00
Se -2.48949 5.08039 2.15182 0.01 -0.05 0.02
C -1.42777 4.75887 0.61434 0.06 -0.02 -0.28
C -0.19108 5.43397 0.36395 -0.03 0.10 -0.11
C 0.28944 5.57962 -0.92933 -0.01 -0.05 0.01
N -0.27397 5.05473 -2.03043 0.03 0.03 0.02
C -1.32612 4.27172 -1.79286 0.00 -0.01 0.05
C -1.90082 4.05532 -0.53789 0.10 0.05 0.05
H 0.28535 5.96963 1.17515 -0.01 -0.01 0.02
H 1.18697 6.17401 -1.09404 0.00 0.02 -0.01
H -1.77799 3.79954 -2.66349 0.02 -0.02 0.00
H -2.83197 3.50689 -0.46870 0.01 -0.03 0.01
```
Positions in Å, forces in eV/Å.

Charge: -2
Spin multiplicity: 1
Maximum force (eV Å⁻¹): 0.700
Gap between HOMO and LUMO (eV): 4.1
Highest occupied orbital energy (Ha): -0.0136

> Number 1 is which compound?

C12H24Cl24F6O4P2V2